Entry 1:
Entry from the Open Molecules 2025 dataset: 4 unconnected molecules or ions with the total composition C23H57NO15P3 in a non-equilibrium geometry (ωB97M-V/def2-TZVPD).

The HOMO-LUMO gap comes out at 7.43 eV.

```
! wB97M-V def2-TZVPD RIJCOSX def2/J DEFGRID3
* xyz 1 1
O -7.98361 0.91004 0.29724
O -7.88708 1.11131 -1.09168
C -8.93686 2.00405 -1.46930
C -9.89704 1.40765 -2.58208
C -10.17871 -0.14821 -2.47342
O -11.51298 -0.46657 -1.99824
C -11.84633 0.34359 -0.85072
C -12.06463 1.82397 -1.36623
N -11.17894 2.17962 -2.53873
H -7.88594 -0.05735 0.39879
H -9.49842 2.37062 -0.56142
H -8.43089 2.91874 -1.91328
H -9.42119 1.59359 -3.57894
H -9.44820 -0.70398 -1.83127
H -10.14138 -0.55989 -3.52408
H -12.78314 -0.07578 -0.40040
H -10.97299 0.23825 -0.13462
H -13.12109 1.89510 -1.74478
H -11.91200 2.52385 -0.49501
H -11.67520 2.10654 -3.43673
H -10.94095 3.17547 -2.40826
O -3.07218 -0.03070 1.99915
P -3.23708 -1.47646 1.53727
O -1.84032 -1.62965 0.66637
C -0.61782 -1.79922 1.38274
C -0.54649 -3.14419 2.08148
O -4.30327 -1.17831 0.29561
C -4.99440 0.06945 0.23614
C -4.18922 1.12577 -0.50457
O -3.55845 -3.13780 1.28767
C -4.19518 -3.80965 2.38300
C -5.50533 -3.15860 2.79082
H -0.49731 -0.98076 2.09840
H 0.18801 -1.72413 0.65148
H -1.26130 -3.19093 2.90948
H 0.45056 -3.31400 2.49549
H -0.78873 -3.95809 1.39514
H -5.26942 0.40248 1.24123
H -5.93076 -0.09826 -0.29606
H -3.13156 1.11711 -0.24033
H -4.58623 2.12454 -0.30391
H -4.23596 0.94747 -1.58115
H -3.50990 -3.83550 3.23548
H -4.37397 -4.84062 2.07256
H -5.35653 -2.12508 3.12234
H -5.96480 -3.71092 3.61216
H -6.19935 -3.13220 1.94814
O 2.15802 4.07595 -1.91180
P 2.66067 3.14988 -0.80628
O 1.49504 3.45252 0.32969
C 0.21424 2.85664 0.14807
C 0.25343 1.34977 0.32019
O 3.86776 4.13587 -0.23343
C 4.33376 5.22994 -1.02543
C 3.50955 6.48717 -0.79260
O 3.30623 1.93153 0.20584
C 3.83789 0.78893 -0.47800
C 4.91569 1.15447 -1.48265
H -0.17788 3.12560 -0.83804
H -0.44456 3.29367 0.89993
H 0.80165 0.87851 -0.50231
H -0.75745 0.93273 0.32632
H 0.75661 1.07233 1.24869
H 4.35726 4.95352 -2.08305
H 5.37036 5.42443 -0.73908
H 2.43795 6.29012 -0.73903
H 3.68619 7.21642 -1.58757
H 3.78346 6.94487 0.16028
H 3.02167 0.26002 -0.98125
H 4.24855 0.11783 0.27920
H 4.53025 1.81726 -2.26553
H 5.30579 0.25667 -1.96522
H 5.73722 1.67815 -0.99075
O 8.15121 -1.06652 -0.63861
P 8.72067 -2.12948 0.29831
O 7.63062 -1.98721 1.53659
C 6.33934 -2.56120 1.36051
C 6.38601 -4.07774 1.32878
O 9.95464 -1.21681 0.93087
C 10.36970 -0.01940 0.27005
C 9.55508 1.18460 0.71869
O 9.42678 -3.46716 1.09674
C 9.91733 -4.50372 0.23597
C 10.93367 -3.99768 -0.77266
H 5.88465 -2.16658 0.44572
H 5.73170 -2.23118 2.20458
H 6.87824 -4.43284 0.41797
H 5.37676 -4.49786 1.34460
H 6.94741 -4.47203 2.17793
H 10.33307 -0.14923 -0.81501
H 11.42028 0.14677 0.52086
H 8.48904 0.96929 0.80578
H 9.68237 2.01723 0.02187
H 9.88166 1.51184 1.70784
H 9.07357 -4.96788 -0.28435
H 10.37237 -5.26589 0.87115
H 10.50180 -3.24017 -1.43576
H 11.29481 -4.81946 -1.39329
H 11.78252 -3.53682 -0.26436
*
```


Entry 2:
Entry from the Open Molecules 2025 dataset: a molecular structure, C23H58BaLiN5O9 in a non-equilibrium geometry (ωB97M-V/def2-TZVPD).

The HOMO-LUMO gap comes out at 2.49 eV.

```
! wB97M-V def2-TZVPD RIJCOSX def2/J DEFGRID3
* xyz 2 1
Li -25.96003 -11.38897 19.02998
Ba -26.75895 -11.66535 10.08732
N -28.40990 -13.06006 15.45791
O -28.54651 -12.17676 16.30010
O -27.69487 -14.04394 15.70426
O -28.73093 -12.85908 14.34680
C -29.13672 -8.23486 22.42685
C -28.08971 -9.35453 22.06266
C -28.76132 -10.71257 22.09301
O -27.76774 -11.68305 21.78407
C -27.22026 -12.31094 22.94703
N -27.64853 -9.10996 20.73650
H -29.93866 -8.27377 21.68964
H -28.64968 -7.25973 22.42403
H -29.66990 -8.39213 23.36445
H -27.36940 -9.41165 22.87874
H -29.44263 -10.85521 21.25422
H -29.33151 -10.88342 23.00613
H -26.29991 -12.82261 22.66552
H -28.02005 -12.86714 23.43598
H -26.93049 -11.53634 23.65704
H -27.63418 -8.10055 20.70500
H -28.37780 -9.42216 20.11137
C -36.17541 -9.41121 16.39892
C -34.65657 -9.30437 16.83773
C -34.57249 -8.85419 18.39390
O -35.11971 -7.58544 18.42455
C -34.08521 -6.49310 18.33591
N -34.08126 -10.58110 16.81239
H -36.39820 -9.66001 15.36135
H -36.53565 -8.42903 16.70495
H -36.77066 -10.12138 16.97290
H -34.10664 -8.58520 16.23071
H -33.68600 -9.08941 18.98288
H -35.28629 -9.42247 18.99025
H -34.45413 -6.00674 17.43289
H -33.09792 -6.84733 18.03946
H -34.16005 -5.85380 19.21558
H -34.20283 -10.96766 15.88725
H -33.08150 -10.63807 16.94407
C -26.38467 -18.41452 10.21130
C -26.13090 -16.97877 10.54243
C -24.63247 -16.52116 10.30729
O -24.28627 -15.13684 10.39753
C -22.99175 -14.94967 9.81622
N -26.86659 -16.13925 9.65359
H -26.30196 -18.63714 9.14749
H -27.43858 -18.56253 10.44685
H -25.75695 -19.20774 10.61736
H -26.36485 -16.69975 11.56981
H -24.49304 -16.85293 9.27842
H -23.86801 -17.11269 10.81108
H -23.07414 -15.07180 8.73622
H -22.18986 -15.47874 10.33116
H -22.61943 -13.92577 9.78270
H -27.76622 -16.59776 9.67660
H -26.52773 -16.36628 8.72960
C -32.64239 -11.60790 9.76586
C -32.16598 -11.34314 8.22762
O -30.83761 -11.67931 7.96457
O -32.50625 -12.95455 10.14324
H -33.65515 -11.26060 9.97035
H -32.08909 -11.05193 10.52272
H -32.20920 -10.26115 8.10302
H -32.83477 -11.69593 7.44253
H -30.61404 -11.30692 7.10845
H -31.93095 -12.99134 10.91089
C -20.88976 -19.37664 17.21365
C -20.70809 -18.09551 18.05967
C -19.72734 -18.57464 19.23433
C -18.21668 -18.69076 18.86093
C -17.67782 -17.47164 18.15692
C -18.58362 -16.89476 16.97942
N -20.00806 -16.98784 17.39289
O -20.79957 -16.43244 16.36226
C -18.09553 -15.47262 16.87432
C -18.24446 -17.71673 15.71307
C -21.93792 -17.48607 18.68659
H -20.05028 -20.07188 17.21491
H -21.25276 -19.25142 16.19352
H -21.74885 -19.85436 17.68465
H -19.68964 -17.73431 19.92752
H -20.01443 -19.40712 19.87670
H -18.08335 -19.59333 18.26453
H -17.69905 -18.79095 19.81493
H -16.69671 -17.72632 17.75608
H -17.50714 -16.70245 18.91012
H -18.76968 -14.91771 16.22187
H -18.11375 -14.96169 17.83698
H -17.07669 -15.41168 16.49175
H -18.41212 -18.71262 16.12317
H -18.92902 -17.38063 14.93427
H -17.25184 -17.59763 15.27876
H -22.60104 -16.94234 18.01373
H -21.67271 -16.67926 19.36984
H -22.43760 -18.20556 19.33525
H -20.89434 -15.52394 16.65763
*
```


Entry 3:
Entry from the Open Molecules 2025 dataset: 7 unconnected molecules or ions with the total composition C23H58NO19S5 in a non-equilibrium geometry (ωB97M-V/def2-TZVPD).

The HOMO-LUMO gap comes out at 10.03 eV. The energy relative to the best compared isomer or geometry (same formula, charge and spin) comes out at 0.0 kcal per mole.

```
! wB97M-V def2-TZVPD RIJCOSX def2/J DEFGRID3
* xyz 1 1
C -0.02060 1.01374 1.91182
N 1.38287 0.98179 1.38985
C 1.82835 2.36606 1.01064
C 2.30007 0.52953 2.50146
C 1.40576 0.06839 0.11631
C 0.87651 -1.41510 0.33291
O 0.97189 -2.03596 -0.90963
H -0.11382 1.72617 2.64395
H -0.44706 0.21716 2.10643
H -0.46902 1.45245 1.09598
H 2.61541 2.39721 0.29374
H 2.06234 2.81165 1.86834
H 1.04312 2.99977 0.50524
H 2.23591 -0.43050 3.11827
H 2.20694 1.40415 3.12663
H 3.37637 0.52472 2.10332
H 2.38762 0.20755 -0.25315
H 0.81396 0.39713 -0.62364
H -0.12312 -1.36936 0.70789
H 1.28419 -2.22300 0.93423
H 1.12271 -2.83222 -0.71472
O 4.94799 -0.60559 -3.46793
S 4.24154 0.51966 -2.98891
O 4.37623 0.85932 -1.56143
O 5.02415 1.86387 -3.56464
C 6.41887 1.77985 -3.61514
C 6.97535 3.05308 -4.14098
C 2.56906 0.57210 -3.37248
H 6.86743 0.88593 -4.23312
H 6.67119 1.59783 -2.64242
H 7.94699 3.11441 -3.79396
H 6.41546 3.87952 -3.84555
H 6.79648 2.81265 -5.26919
H 2.08520 -0.28129 -3.18110
H 2.39974 0.56483 -4.44792
H 2.01715 1.39305 -2.95521
O 4.48650 -4.98159 -1.89858
S 3.14850 -5.28413 -2.09622
O 2.03148 -4.80860 -1.26869
O 2.74176 -4.67472 -3.55889
C 3.00302 -3.31024 -3.86503
C 2.17978 -3.01498 -5.03874
C 2.88115 -6.98832 -2.39195
H 4.11296 -3.14502 -3.91867
H 2.67681 -2.64787 -3.09348
H 1.11435 -3.17602 -5.04522
H 2.37298 -3.57553 -5.93602
H 2.57630 -1.94458 -5.28496
H 1.91817 -7.06663 -2.85682
H 2.84621 -7.50362 -1.32494
H 3.62203 -7.28727 -3.02027
O -6.12868 1.69259 3.55608
S -5.27048 1.67356 2.37539
O -5.52806 0.90476 1.20986
O -5.37683 3.20963 1.84038
C -6.59836 3.60893 1.25406
C -6.33527 4.70854 0.19632
C -3.70612 1.43187 3.01323
H -7.33606 4.21088 1.93805
H -7.17249 2.73278 1.01448
H -5.94380 4.09568 -0.59082
H -5.61598 5.56978 0.71570
H -7.24028 5.08413 -0.22733
H -3.16487 1.28654 2.27978
H -3.64669 0.53405 3.66645
H -3.39387 2.53730 3.43986
O -1.31227 1.43727 -2.42663
S -2.57958 1.77583 -1.85190
O -3.73728 1.53134 -2.59198
O -2.60242 0.77061 -0.62534
C -2.71467 -0.63824 -0.84810
C -2.97337 -1.41526 0.39993
C -2.40536 3.40668 -1.27259
H -1.79854 -1.01415 -1.34074
H -3.56831 -0.93311 -1.45614
H -2.25343 -1.03155 1.02058
H -2.85285 -2.34018 0.28744
H -3.72999 -1.32071 1.07321
H -2.00783 4.23904 -1.98582
H -1.37757 3.46523 -0.73592
H -3.34467 3.83055 -0.86084
O 0.91267 -3.00007 3.34170
S -0.42611 -3.26715 3.34260
O -1.36978 -2.23878 3.35208
O -0.79841 -4.10627 1.95671
C -0.08586 -5.21540 1.62857
C -0.53887 -5.65864 0.26288
C -0.89072 -4.38325 4.63684
H -0.25907 -5.96231 2.44975
H 0.97638 -5.08047 1.64114
H -0.36119 -6.48781 -0.35856
H -0.32493 -4.73652 -0.34772
H -1.61881 -5.52464 0.34350
H -0.18973 -5.28909 4.68779
H -1.96608 -4.73502 4.56770
H -0.93023 -3.94984 5.78311
C -1.34406 6.24645 3.03885
C -2.02535 5.19862 2.26065
O -1.58499 3.97499 2.99768
C -0.88688 4.25918 3.95169
O -0.18731 3.54076 4.70032
O -0.78287 5.55721 4.05337
H -2.02821 7.08420 3.54486
H -0.57133 6.85413 2.56734
H -1.98118 5.30029 1.12593
H -3.22630 5.18359 2.41712
*
```


Entry 4:
Entry from the Open Molecules 2025 dataset: a molecular structure, C23H61BN9O15Pd in a non-equilibrium geometry (ωB97M-V/def2-TZVPD).

Its expectation value of S² is 2.020. The HOMO-LUMO gap (spin up / spin down) comes out at 0.99 / 0.82 eV.

```
! wB97M-V def2-TZVPD RIJCOSX def2/J DEFGRID3
* xyz -3 3
Pd 0.99854 -4.55427 0.08625
B 1.48084 -1.29372 -0.19660
H 1.45803 -0.56878 -0.99547
H 0.52137 -1.78612 -0.23142
H 2.23099 -2.06173 -0.30463
H 1.66246 -0.76048 0.72367
C 3.04651 -7.41006 1.65069
O 2.41633 -7.50189 0.62090
O 2.61422 -8.05247 2.60950
O 2.98054 -6.25306 1.85812
C -2.35308 -5.03640 1.66436
O -3.39531 -5.46866 2.08479
O -2.13346 -5.09551 0.41611
O -1.31680 -4.92194 2.39171
C -1.45451 2.71800 -13.57366
O -1.69535 1.87693 -12.45006
C -2.91564 2.19334 -11.68973
C -3.61835 1.00067 -11.11578
N -3.09628 0.69767 -9.77287
C -1.64977 0.41439 -9.79100
C -1.19650 0.47669 -8.36988
O -1.44005 1.68556 -7.70483
C -1.09507 1.67192 -6.33791
H -1.25322 3.73326 -13.23187
H -2.24974 2.64390 -14.31543
H -0.62495 2.28227 -14.13051
H -3.61645 2.64411 -12.39243
H -2.80127 3.03265 -11.00373
H -3.43124 0.18851 -11.81825
H -4.69884 1.12682 -11.04704
H -3.08789 1.57947 -9.28047
H -1.11436 1.18251 -10.34904
H -1.43745 -0.60391 -10.11671
H -0.16829 0.18648 -8.58589
H -1.56647 -0.36625 -7.78621
H -1.55720 2.57648 -5.94257
H -0.01774 1.53468 -6.24502
H -1.51470 0.85811 -5.74655
C 1.15840 0.09111 5.94716
O 2.43340 -0.12722 6.59981
C 2.38697 -1.10002 7.50066
C 1.99467 -2.50672 7.08923
N 2.51755 -2.99459 5.76358
C 4.04441 -3.13155 5.72658
C 4.51576 -4.18057 6.69478
O 3.80593 -5.36153 6.44824
C 4.09915 -6.35856 7.45714
H 0.80012 -0.53940 5.13340
H 1.22252 1.09496 5.52730
H 0.29220 0.14373 6.60673
H 1.87663 -0.85824 8.43297
H 3.43421 -0.94352 7.75927
H 0.91937 -2.32892 7.07465
H 2.13248 -3.27584 7.84921
H 2.36960 -2.19780 5.16080
H 4.49455 -2.21968 6.11895
H 4.37881 -3.24541 4.69541
H 4.17467 -3.84584 7.67443
H 5.60434 -4.21519 6.65123
H 3.35902 -6.26745 8.25213
H 5.06780 -6.25662 7.94644
H 4.08372 -7.32841 6.95989
C -3.60668 2.12170 1.09420
O -4.12135 3.27270 1.76030
C -4.92270 2.82444 2.96092
C -4.01189 3.11362 4.13719
N -3.68590 4.52214 4.35712
C -4.82193 5.13699 5.10969
C -4.45850 6.32551 6.08643
O -3.79059 5.82831 7.26710
C -2.88041 6.82711 7.81653
H -2.85471 2.46393 0.38321
H -4.38553 1.48846 0.66933
H -3.01333 1.48032 1.74587
H -5.24983 1.78550 2.91991
H -5.82161 3.43250 3.06257
H -3.05533 2.63162 3.93529
H -4.33522 2.62644 5.05708
H -3.71484 4.90277 3.42203
H -5.42658 4.35761 5.57344
H -5.52418 5.49393 4.35635
H -5.26938 6.91673 6.51192
H -3.92773 7.06552 5.48746
H -2.49261 6.53560 8.79261
H -3.38209 7.79323 7.76145
H -2.04027 6.89883 7.12579
C -0.20262 -4.10884 -4.66623
O 0.48852 -4.45457 -3.72234
N -1.48954 -4.00129 -4.78509
N 0.26906 -3.94029 -5.86249
H -1.91020 -3.52079 -5.56757
H -1.98706 -4.06795 -3.90866
H 1.24734 -4.13132 -6.02551
H -0.37859 -4.45533 -6.44160
C 6.50248 -0.65180 1.48882
O 7.66534 -0.33119 1.61434
N 5.48624 -0.05390 1.99606
N 6.05053 -1.60385 0.76392
H 5.63528 0.75278 2.58526
H 4.53458 -0.21171 1.69685
H 6.76298 -2.07976 0.22911
H 5.09077 -1.36254 0.56209
C 2.49233 3.71269 -1.04322
O 2.91686 4.83748 -0.96609
N 1.38437 3.25879 -0.57230
N 3.22976 2.79201 -1.43106
H 1.24032 2.26175 -0.64492
H 0.74090 3.88162 -0.10527
H 4.09766 3.16017 -1.79342
H 2.84968 1.85635 -1.44481
*
```


Sequential electronic energy output: -84832.75941 -51541.15891 -119339.26610 -73100.11191 eV